{
  "formula": "C3H7N4",
  "method": "ωB97M-V/def2-TZVPD",
  "e_above_lowest_kcal_mol": 99.2,
  "total_charge": 1,
  "energy_ha": -337.146232,
  "multiplicity": 1,
  "smiles": "[NH3+][C@@H]1[C@H]2N=NN[C@@H]12",
  "species": ["N", "C", "C", "N", "N", "N", "C", "H", "H", "H", "H", "H", "H", "H"],
  "xyz": [[-1.172035, -0.759301, 0.179559], [0.082042, -0.020550, 0.563410], [0.094009, 1.436958, 0.112592], [1.103189, 2.386167, 0.939113], [2.220848, 1.885256, 0.743063], [2.326166, 0.777568, 0.026911], [1.024987, 0.433338, -0.521811], [-1.555598, -0.759279, -0.732271], [-1.873294, -0.152264, 0.713596], [-1.329869, -1.713165, 0.511742], [0.374129, -0.283976, 1.667634], [-0.798222, 1.950580, -0.021237], [3.136685, 0.683402, -0.541875], [0.939185, -0.131410, -1.417628]],
  "forces_ev_per_angstrom": [[-1.9, 1.7, 2.9], [1.0, 0.2, 2.2], [2.5, -0.3, 2.1], [-0.7, -3.1, -1.6], [0.9, 1.9, 1.1], [-2.0, -0.4, -0.6], [-0.6, -0.4, 1.2], [0.3, 0.4, -1.9], [0.5, -1.3, -0.7], [0.7, -0.1, 0.3], [-0.4, 0.4, -2.4], [-1.4, 0.8, -1.3], [0.8, 0.1, -0.2], [0.3, 0.2, -1.0]]
}

***

{
  "formula": "C3H7N4",
  "method": "ωB97M-V/def2-TZVPD",
  "e_above_lowest_kcal_mol": 43.8,
  "total_charge": 1,
  "energy_ha": -337.234439,
  "multiplicity": 1,
  "species": ["C", "C", "C", "N", "N", "N", "N", "H", "H", "H", "H", "H", "H", "H"],
  "xyz": [[-2.328046, -0.917122, -0.837258], [-1.150503, -0.514064, -1.435274], [-1.930555, 0.573623, 0.746108], [-2.726959, -0.296334, 0.204055], [-0.648858, 0.644663, 0.417298], [2.005465, 0.280754, 0.258982], [-0.298631, 0.248332, -0.739435], [-2.813905, -1.791382, -1.273556], [-0.856605, -0.908926, -2.386526], [-2.196787, 1.229244, 1.614419], [1.378467, 0.469977, 1.102466], [1.334299, 0.035284, -0.441301], [2.771393, -0.365616, 0.539764], [2.509639, 1.115678, 0.082688]],
  "forces_ev_per_angstrom": [[0.9, -1.3, -2.2], [0.6, 0.2, 0.0], [0.8, 0.9, 1.9], [-2.5, 0.4, 1.6], [-0.1, 2.2, 1.6], [1.9, -0.4, 4.3], [-0.3, -2.3, -2.4], [-0.5, 0.3, 0.4], [0.3, 0.2, -0.4], [-0.2, -1.0, -0.9], [0.8, -0.2, -1.1], [-0.9, -0.4, -1.8], [-1.1, -0.1, -0.5], [0.2, 1.4, -0.7]]
}

***

Q: Number 1 is which compound?
A: C3H7N4

***

What did the first record say?
{
  "formula": "C3H7N4",
  "method": "ωB97M-V/def2-TZVPD",
  "e_above_lowest_kcal_mol": 99.2,
  "total_charge": 1,
  "energy_ha": -337.146232,
  "multiplicity": 1,
  "smiles": "[NH3+][C@@H]1[C@H]2N=NN[C@@H]12",
  "species": ["N", "C", "C", "N", "N", "N", "C", "H", "H", "H", "H", "H", "H", "H"],
  "xyz": [[-1.172035, -0.759301, 0.179559], [0.082042, -0.020550, 0.563410], [0.094009, 1.436958, 0.112592], [1.103189, 2.386167, 0.939113], [2.220848, 1.885256, 0.743063], [2.326166, 0.777568, 0.026911], [1.024987, 0.433338, -0.521811], [-1.555598, -0.759279, -0.732271], [-1.873294, -0.152264, 0.713596], [-1.329869, -1.713165, 0.511742], [0.374129, -0.283976, 1.667634], [-0.798222, 1.950580, -0.021237], [3.136685, 0.683402, -0.541875], [0.939185, -0.131410, -1.417628]],
  "forces_ev_per_angstrom": [[-1.9, 1.7, 2.9], [1.0, 0.2, 2.2], [2.5, -0.3, 2.1], [-0.7, -3.1, -1.6], [0.9, 1.9, 1.1], [-2.0, -0.4, -0.6], [-0.6, -0.4, 1.2], [0.3, 0.4, -1.9], [0.5, -1.3, -0.7], [0.7, -0.1, 0.3], [-0.4, 0.4, -2.4], [-1.4, 0.8, -1.3], [0.8, 0.1, -0.2], [0.3, 0.2, -1.0]]
}